1.
102
Properties=species:S:1:pos:R:3:forces:R:3 method="wB97M-V/def2-TZVPD" lumo_ev=3.783 spin_multiplicity=1 homo_lumo_gap_ev=3.25 homo_energy_ha=0.0195 charge=-2
Na -1.239401 0.635164 -1.240320 0.0 0.1 0.0
C -1.712554 3.840442 2.185772 0.0 0.0 0.0
C -2.087153 5.030809 1.583058 0.0 0.0 0.0
C -2.313330 5.053959 0.216520 0.0 0.0 0.0
C -2.152053 3.872356 -0.504620 0.0 0.0 0.0
N -1.804566 2.731103 0.082348 0.0 0.0 0.0
C -1.584791 2.705497 1.392224 0.0 0.0 0.0
C -2.349973 3.797966 -1.983559 0.0 0.0 0.0
C -2.220446 4.915863 -2.802313 0.0 0.0 0.0
C -2.394903 4.753992 -4.168173 0.0 0.0 0.0
C -2.669832 3.492333 -4.664792 0.0 0.0 0.0
C -2.737222 2.421697 -3.776750 0.0 0.0 0.0
N -2.606065 2.583197 -2.462849 0.0 0.0 0.0
H -1.522789 3.784461 3.250393 0.0 0.0 0.0
H -2.205916 5.934820 2.170122 0.0 0.0 0.0
H -2.619646 5.965200 -0.279747 0.0 0.0 0.0
H -1.299225 1.721516 1.768109 0.0 0.0 0.0
H -1.937845 5.875829 -2.391913 0.0 0.0 0.0
H -2.273342 5.598757 -4.835795 0.0 0.0 0.0
H -2.784467 3.315476 -5.726414 0.0 0.0 0.0
H -2.838501 1.394747 -4.117201 0.0 0.0 0.0
N -0.973641 -0.288305 0.949034 0.0 -0.1 -0.1
P -0.870421 -1.621292 1.648874 0.1 0.1 0.0
N -0.460767 -2.976362 0.723875 0.0 0.0 0.0
C -0.004353 -4.208801 1.342831 0.0 0.0 0.0
C -0.076932 -5.369445 0.355676 0.0 0.0 0.0
C 0.752224 -5.102559 -0.906150 0.0 0.0 0.0
C 0.621934 -3.634855 -1.362836 0.0 0.0 0.0
C -0.591043 -2.975152 -0.729913 0.0 0.0 0.0
N -2.230945 -2.269594 2.508007 0.0 0.0 0.0
C -3.254011 -2.841633 1.626384 0.0 0.0 0.0
C -4.565015 -3.067485 2.393897 0.0 0.0 0.0
C -4.267789 -3.358745 3.860248 0.0 0.0 0.0
C -3.630381 -2.117150 4.502703 0.0 0.0 0.0
C -2.819371 -1.337218 3.458389 0.0 0.0 0.0
N 0.240394 -1.691805 2.959748 0.0 0.0 0.0
C 0.240966 -2.553696 4.114550 0.0 0.0 0.0
C 0.190032 -1.718167 5.412963 0.0 0.0 0.0
C 0.801285 -0.331902 5.174084 0.0 0.0 0.0
C 1.970599 -0.461192 4.204976 0.0 0.0 0.0
C 1.442249 -0.889019 2.825574 0.0 0.0 0.0
H -0.621291 -4.443584 2.220632 0.0 0.0 0.0
H 1.030810 -4.110398 1.711525 0.0 0.0 0.0
H -1.124572 -5.519802 0.079343 0.0 0.0 0.0
H 0.252915 -6.288279 0.851197 0.0 0.0 0.0
H 0.424109 -5.781429 -1.698872 0.0 0.0 0.0
H 1.801812 -5.344087 -0.707324 0.0 0.0 0.0
H 0.549956 -3.539540 -2.447232 0.0 0.0 0.0
H 1.503582 -3.068178 -1.050902 0.0 0.0 0.0
H -1.507684 -3.488502 -1.058303 0.0 0.0 0.0
H -0.683147 -1.953469 -1.090440 0.0 0.0 0.0
H -2.881602 -3.797162 1.247782 0.0 0.0 0.0
H -3.438632 -2.198392 0.754181 0.0 0.0 0.0
H -5.123881 -3.882484 1.927689 0.0 0.0 0.0
H -5.198274 -2.177274 2.329948 0.0 0.0 0.0
H -3.570969 -4.199752 3.916414 0.0 0.0 0.0
H -5.173047 -3.653903 4.399086 0.0 0.0 0.0
H -2.983449 -2.419917 5.331762 0.0 0.0 0.0
H -4.406366 -1.467414 4.921857 0.0 0.0 0.0
H -2.018596 -0.766451 3.931098 0.0 0.0 0.0
H -3.450229 -0.597223 2.944416 0.0 0.0 0.0
H 1.146281 -3.185565 4.124317 0.0 0.0 0.0
H -0.614612 -3.223919 4.059596 0.0 0.0 0.0
H 0.739432 -2.239828 6.205421 0.0 0.0 0.0
H -0.843650 -1.615428 5.755433 0.0 0.0 0.0
H 1.109880 0.123284 6.119584 0.0 0.0 0.0
H 0.051882 0.325331 4.724550 0.0 0.0 0.0
H 2.674268 -1.205355 4.596498 0.0 0.0 0.0
H 2.523619 0.476722 4.111799 0.0 0.0 0.0
H 2.234667 -1.425927 2.275250 0.0 0.0 0.0
H 1.168364 -0.012719 2.233041 0.0 0.0 0.0
C 1.834393 -0.145588 -1.058878 -0.1 0.0 0.2
C 1.971289 1.290104 -0.667831 0.1 0.1 0.0
C 3.273405 1.697003 -0.005152 0.0 0.0 0.0
O 1.094126 2.108524 -0.844587 -0.1 -0.1 0.0
H 1.214008 -0.611366 -0.279942 0.0 0.0 0.0
H 2.803011 -0.647519 -1.115091 0.0 0.0 0.0
H 1.272748 -0.248979 -2.000269 -0.1 -0.1 0.0
H 4.069768 1.654539 -0.753787 0.0 0.0 0.0
H 3.525701 0.992885 0.791765 0.0 0.0 0.0
H 3.195438 2.709614 0.386791 0.0 0.0 0.0
C 6.189590 0.812318 -3.105428 0.0 0.0 0.0
C 4.880630 1.483337 -3.432775 0.0 0.0 0.0
C 4.798992 2.861429 -3.589471 0.0 0.0 0.0
C 3.581425 3.474129 -3.869818 0.0 0.0 0.0
C 2.442312 2.698824 -3.987826 0.0 0.0 0.0
C 2.489994 1.317527 -3.829127 0.0 0.0 0.0
C 3.714673 0.728180 -3.560992 0.0 0.0 0.0
S 0.888148 3.536939 -4.317266 0.0 0.0 0.0
C 0.425499 2.538982 -5.732080 -0.1 0.0 0.0
O 1.264329 4.906463 -4.818509 0.0 0.0 0.0
H 7.014080 1.527188 -3.119227 0.0 0.0 0.0
H 6.416306 0.017439 -3.819287 0.0 0.0 0.0
H 6.158896 0.354163 -2.113239 0.0 0.0 0.0
H 5.695510 3.465996 -3.491071 0.0 0.0 0.0
H 3.501684 4.544933 -4.010921 0.0 0.0 0.0
H 1.578117 0.701911 -3.887351 0.0 0.1 -0.1
H 3.753234 -0.350096 -3.438579 0.0 0.0 0.0
H -0.359253 3.100262 -6.239164 0.0 0.0 0.0
H 0.015382 1.585454 -5.343345 0.1 0.0 0.0
H 1.285423 2.399024 -6.385962 0.0 0.0 0.0
Se -0.721451 -0.433769 -3.837901 0.0 0.0 0.0

2.
23
Properties=species:S:1:pos:R:3:forces:R:3 method="wB97M-V/def2-TZVPD" lumo_ev=-15.506 spin_multiplicity=1 homo_lumo_gap_ev=2.47 homo_energy_ha=-0.6604 charge=+3
Zn -0.204344 -0.682721 -1.501821 0.2 1.1 -0.7
Zn 0.737960 3.590260 0.432767 -0.3 -0.7 0.1
Cl 0.133815 1.436837 -0.049568 0.3 0.5 0.1
C 1.476737 0.316295 -3.525899 -0.1 1.3 -0.1
C 0.128724 0.299788 -4.172255 -0.3 -0.6 -0.3
O -0.855527 0.449612 -3.086260 0.4 -0.6 0.6
O 1.492496 -0.731310 -2.503906 0.0 0.0 -0.3
H 1.612568 1.276390 -3.020280 0.1 -0.1 0.1
H 2.291832 0.238343 -4.243513 0.0 -0.6 0.0
H -0.070945 -0.665695 -4.640589 0.0 0.1 -0.1
H -0.012651 1.082394 -4.912886 0.1 0.1 0.1
H -1.523123 1.128118 -3.254589 -0.2 -0.1 0.0
H 2.409197 -1.014699 -2.365622 -0.1 -0.4 0.4
C -0.493721 -0.561801 2.928055 -0.2 1.0 0.1
C -0.503061 -0.985492 4.383373 -0.3 -0.5 0.6
O -1.813333 -1.171570 4.818150 0.0 0.1 -0.3
O -1.310208 0.599758 2.820834 0.0 0.1 0.0
H -0.949278 -1.337342 2.287770 0.3 -0.3 0.1
H 0.540124 -0.304708 2.673968 0.0 -0.4 -0.2
H -0.070287 -0.154393 4.978678 0.1 0.0 -0.2
H 0.115177 -1.867197 4.570186 0.1 0.0 -0.2
H -1.887778 -1.899935 5.448812 0.0 0.0 0.0
H -1.244367 0.959079 1.934595 -0.1 -0.1 0.1

3.
8
Properties=species:S:1:pos:R:3:forces:R:3 method="wB97M-V/def2-TZVPD" lumo_ev="0.247 / 0.247" spin_multiplicity=1 homo_lumo_gap_ev="8.27 / 8.27" homo_energy_ha="-0.2950 / -0.2950"
C -0.722675 0.752642 -1.213771 0.9 -2.5 0.9
C 1.315671 -0.044000 -0.157931 -2.2 1.4 -1.4
C -0.741182 -0.660351 0.654164 -2.7 1.2 -0.6
N -1.238559 0.214345 -0.207624 0.5 -2.3 1.5
O 0.647885 -0.754123 0.665655 0.8 -0.2 0.6
H -0.276072 1.681484 -1.238409 0.5 2.3 -0.1
H 2.360574 0.043289 0.062313 0.8 -1.0 0.4
H -1.345643 -1.233285 1.435603 1.4 1.0 -1.4

4.
19
Properties=species:S:1:pos:R:3:forces:R:3 method="wB97M-V/def2-TZVPD" lumo_ev=3.993 spin_multiplicity=1 homo_lumo_gap_ev=7.43 homo_energy_ha=-0.1262 charge=-1
C -0.667722 -0.349886 -1.662645 0.6 0.7 0.0
N -0.266289 -1.237207 -0.582311 0.0 0.2 -0.2
C 2.065165 -0.292735 -0.551556 -0.8 -0.9 0.1
C 0.813292 -0.677982 0.250571 0.1 0.3 -0.1
C 0.286397 0.425840 1.199057 0.9 -0.5 0.6
O -0.749572 -0.026958 1.950576 -0.5 0.1 -0.4
H 0.009125 -0.396484 -2.521526 0.0 -0.3 0.0
H -0.710264 0.721194 -1.402043 0.0 -0.1 0.2
H -1.647109 -0.599496 -2.009784 -0.7 -0.4 -0.3
H -1.053084 -1.245510 0.067409 0.1 -0.2 0.2
H 2.786087 0.148553 0.129206 0.1 0.3 -0.1
H 2.468108 -1.236755 -0.923326 0.3 0.1 -0.2
H 1.842270 0.330612 -1.415521 0.1 0.3 0.1
H 1.124096 -1.490178 0.910430 -0.1 -0.1 0.2
H 1.197946 0.650856 1.816898 -0.1 0.1 0.0
H 0.110887 1.372990 0.654188 -0.3 0.1 -0.2
H -1.976133 0.851292 1.710707 0.5 0.5 0.8
H -2.967784 1.419021 0.743396 -0.3 0.4 0.1
O -2.665425 1.632834 1.636283 0.0 -0.8 -0.8

Looking at energy above the lowest of the compared OMol25 structures with the same formula, charge and spin for the records above, in order, we have 3.75, 0.00, 556.64, 35.01 kJ/mol.